The following is a quantum chemistry calculation of a 6-piece molecular cluster, C20H56N4O8 overall, from OMol25.

Output
* frontier orbital gap (alpha / beta): 1.911 / 9.406 eV
* charge: -1
* 2S+1: 2
* E_HOMO (alpha / beta): 0.71 / -6.86 eV

Each line ends with the Löwdin charge.
Positions of all 88 atoms, in Å:
C 5.41 -0.48 1.55  -0.24
C 4.04 -0.33 2.32  -0.25
O 3.22 -1.43 2.33  -0.11
O 6.32 -1.29 2.23  -0.06
H 5.85 0.52 1.44  0.11
H 5.34 -0.78 0.50  0.11
H 3.41 0.48 1.98  0.11
H 4.30 -0.16 3.37  0.11
H 2.33 -1.09 2.15  0.03
H 5.91 -2.16 2.34  0.08
C -0.73 1.08 0.48  -0.20
C 0.52 0.15 0.26  -0.21
O 0.77 -0.61 1.43  -0.12
O -1.90 0.23 0.52  -0.13
H -0.83 1.83 -0.31  0.09
H -0.65 1.56 1.45  0.08
H 1.29 0.88 0.01  0.11
H 0.27 -0.51 -0.57  0.08
H 0.10 -1.30 1.48  0.01
H -2.53 0.74 0.00  0.02
C 0.32 -3.52 3.31  -0.06
C -1.03 -3.07 2.88  -0.44
C -1.56 -1.89 3.76  -0.16
O -2.90 -1.49 3.41  -0.19
C -3.24 -0.25 4.00  -0.18
N -0.97 -2.71 1.49  0.06
H 0.59 -4.31 2.61  0.07
H 0.41 -3.84 4.35  0.09
H 1.09 -2.77 3.15  0.07
H -1.76 -3.88 2.96  0.14
H -0.80 -1.11 3.65  0.12
H -1.56 -2.22 4.80  0.12
H -3.21 -0.23 5.09  0.08
H -4.22 0.06 3.66  0.07
H -2.57 0.52 3.61  0.07
H -1.87 -2.29 1.33  0.07
H -0.88 -3.56 0.95  0.10
C 2.88 5.99 -3.01  -0.09
C 1.65 6.04 -2.10  -0.45
C 1.06 4.63 -2.01  -0.25
O 0.35 4.26 -3.20  -0.20
C 0.26 2.77 -3.33  -0.08
N 2.20 6.43 -0.80  0.00
H 3.72 5.38 -2.68  0.08
H 3.16 7.03 -3.18  0.07
H 2.64 5.64 -4.01  0.07
H 0.95 6.81 -2.42  0.13
H 0.33 4.57 -1.19  0.09
H 1.87 3.95 -1.77  0.11
H -0.44 2.45 -4.11  0.08
H 0.03 2.23 -2.41  0.05
H 1.25 2.41 -3.62  0.07
H 1.67 6.26 0.04  0.04
H 2.52 7.39 -0.73  0.06
C -6.00 -1.32 -1.56  -0.08
C -4.69 -0.53 -1.50  -0.45
C -4.85 0.82 -0.75  -0.17
O -3.71 1.69 -1.09  -0.24
C -3.93 3.06 -0.71  -0.24
N -3.74 -1.36 -0.87  0.02
H -5.81 -2.23 -2.13  0.07
H -6.80 -0.88 -2.14  0.07
H -6.40 -1.56 -0.58  0.08
H -4.18 -0.37 -2.45  0.14
H -4.88 0.62 0.32  0.12
H -5.77 1.31 -1.05  0.11
H -4.66 3.54 -1.36  0.07
H -2.96 3.56 -0.77  0.05
H -4.17 3.22 0.35  0.03
H -4.14 -1.79 -0.05  0.07
H -2.95 -0.89 -0.45  0.03
C 2.26 -4.89 -1.41  -0.07
C 2.94 -3.70 -0.71  -0.39
C 2.29 -2.36 -1.16  -0.20
O 2.19 -2.20 -2.56  -0.18
C 1.27 -1.22 -2.99  -0.11
N 2.72 -3.89 0.73  0.05
H 2.27 -4.90 -2.50  0.07
H 1.18 -4.95 -1.25  0.07
H 2.66 -5.87 -1.17  0.07
H 4.02 -3.77 -0.88  0.13
H 2.74 -1.49 -0.67  0.12
H 1.28 -2.48 -0.75  0.10
H 0.30 -1.59 -2.68  0.08
H 1.12 -1.20 -4.07  0.09
H 1.37 -0.21 -2.60  0.07
H 1.75 -4.16 0.79  0.03
H 2.87 -3.02 1.23  0.02